A single C5H8N2O molecule in a non-equilibrium geometry, computed with wB97M-V/def2-TZVPD.

```
16
Properties=species:S:1:pos:R:3:forces:R:3:nbo_charge:R:1
N -3.0455 -0.2719 -0.4540 2.746 2.181 2.778 -0.81
C -1.5822 -0.4526 0.2307 -1.478 -2.061 3.284 -0.27
C -0.5331 0.6218 0.2311 2.378 -2.935 -2.025 -0.22
C 0.7785 0.2645 0.1014 -0.737 -0.152 0.130 -0.08
C 1.2898 -1.2122 0.2039 -0.648 -0.479 -2.247 -0.10
N 2.5362 -1.2583 -0.1892 -3.931 -1.960 1.792 -0.02
O 2.9660 -0.0655 -0.3154 4.619 4.817 -0.981 -0.35
C 2.1045 1.1053 -0.0848 -2.118 -2.027 -0.438 -0.13
H -3.3651 0.7209 -0.1276 0.632 -2.276 -1.176 0.35
H -2.7655 -0.2289 -1.4340 -0.366 0.372 0.055 0.35
H -1.4949 -0.5933 1.4873 -1.826 0.057 -2.911 0.20
H -1.3070 -1.5294 -0.0501 0.081 2.005 -0.133 0.22
H -0.8420 1.6031 0.3220 -0.569 2.001 -0.122 0.21
H 0.6905 -2.2142 0.1384 1.187 2.298 0.538 0.22
H 2.2564 1.6251 0.8458 0.898 -0.167 0.634 0.20
H 2.3136 1.8855 -0.9056 -0.868 -1.674 0.821 0.22
```
Positions in Å, forces in eV/Å.

Molecular weight in g/mol: 112.132
ΔE to the lowest compared entry with this formula, charge and spin in kJ/mol: 546.9
Total charge: 0
HOMO-LUMO gap in Ha: 0.329
E_LUMO in eV: 0.5
HOMO in eV: -8.411